Record 1
12
Properties=species:S:1:pos:R:3:forces:R:3:lowdin_charge:R:1 method="wB97M-V/def2-TZVPD" fmax_ha_per_bohr=0.118 e_homo_ev=-9.6380 smiles="C=C(F)CC" total_charge=0 e_above_lowest_kcal_mol=12.93 e_tot_ha=-256.4233
C 1.632 1.165 0.012 2.3 -5.6 0.7 0.075
C 0.967 0.012 -0.138 -2.0 0.6 0.5 -0.308
F 1.420 -1.231 0.246 0.3 1.3 -0.7 0.025
C -0.536 0.050 -0.496 2.2 -0.4 0.9 -0.186
C -1.410 -0.903 0.307 1.5 1.2 0.1 -0.075
H 2.647 0.981 0.324 0.4 0.5 0.1 0.066
H 1.285 2.103 -0.057 -1.5 2.9 -0.6 0.024
H -0.616 1.079 -0.255 -1.4 1.0 0.2 0.084
H -0.635 0.006 -1.545 -0.3 -0.5 -1.3 0.095
H -0.957 -1.874 0.310 -0.2 -0.7 -0.2 0.067
H -2.408 -0.849 -0.028 -1.2 -0.4 -0.5 0.058
H -1.388 -0.540 1.317 -0.1 0.0 0.7 0.075

Record 2
11
Properties=species:S:1:pos:R:3:forces:R:3:lowdin_charge:R:1 method="wB97M-V/def2-TZVPD" fmax_ha_per_bohr=0.063 e_homo_ev=-9.5229 total_charge=0 e_above_lowest_kcal_mol=55.91 e_tot_ha=-268.3161
C 0.649 -0.712 -1.114 0.0 -0.1 -0.3 0.008
C -0.301 -0.283 -0.074 -0.4 -0.6 -0.6 -0.376
O -1.044 -1.115 0.469 0.2 0.1 -0.8 0.071
C -0.264 1.070 0.602 -0.1 -0.4 -0.3 -0.249
O -0.146 0.512 1.880 -1.8 -0.7 0.6 -0.167
H 0.457 -1.755 -1.359 0.1 0.1 -0.2 0.093
H 1.665 -0.612 -0.707 -0.2 0.1 0.0 0.113
H 0.569 -0.058 -1.982 0.1 -0.1 -0.1 0.096
H -1.204 1.642 0.471 0.2 -0.2 -0.1 0.125
H 0.555 1.705 0.216 0.0 -0.4 0.6 0.124
H -0.938 -0.393 1.598 2.0 2.2 1.4 0.163

Record 3
96
Properties=species:S:1:pos:R:3:forces:R:3:lowdin_charge:R:1 method="wB97M-V/def2-TZVPD" fmax_ha_per_bohr=0.013 e_homo_ev="-8.7627 / -8.6864" multiplicity=2 total_charge=+1 e_above_lowest_kcal_mol=22.27 e_tot_ha=-4577.9760 s2=0.758
Ru 0.350 -0.052 0.016 -0.3 -0.1 0.6 0.784
C 5.117 6.004 2.028 0.0 0.0 0.0 -0.049
C 3.832 5.232 1.907 0.0 0.0 0.0 -0.269
C 2.605 5.885 1.888 0.0 0.0 0.0 -0.030
C 1.416 5.173 1.807 0.0 0.0 0.0 -0.057
C 1.454 3.791 1.740 0.0 0.0 0.0 -0.280
C 2.667 3.115 1.767 0.0 0.0 0.0 -0.074
C 3.845 3.837 1.846 0.0 0.0 0.0 -0.039
S -0.052 2.855 1.625 0.0 0.0 0.1 0.584
O -0.064 1.919 2.711 -0.1 0.1 0.0 -0.334
O -1.129 3.802 1.525 0.0 0.0 -0.1 -0.286
N 0.118 2.012 0.235 0.0 -0.1 -0.2 -0.254
C -0.088 2.692 -0.972 -0.1 0.0 -0.1 -0.385
C -0.138 4.084 -1.158 0.1 0.0 0.0 -0.018
C -0.443 4.570 -2.413 0.0 0.0 0.0 -0.064
C -0.706 3.697 -3.460 0.0 0.0 0.0 -0.077
C -0.597 2.346 -3.194 0.1 0.0 0.1 -0.147
N -0.263 1.863 -2.001 0.0 0.1 0.1 0.085
H 5.005 7.021 1.654 0.0 0.0 0.0 0.077
H 5.923 5.521 1.476 0.0 0.0 0.0 0.077
H 5.429 6.069 3.073 0.0 0.0 0.0 0.087
H 2.575 6.967 1.940 0.0 0.0 0.0 0.115
H 0.461 5.682 1.806 0.0 0.0 0.0 0.115
H 2.682 2.032 1.729 0.0 0.0 0.0 0.055
H 4.792 3.311 1.869 0.0 0.0 0.0 0.118
H 0.018 4.767 -0.343 0.0 0.0 0.0 0.081
H -0.497 5.641 -2.566 0.0 0.0 0.0 0.109
H -0.993 4.050 -4.440 0.0 0.0 0.0 0.098
H -0.804 1.600 -3.953 0.1 0.0 0.0 0.106
Cl -1.663 -0.484 1.428 0.2 0.1 -0.1 0.814
C -0.934 -0.878 2.971 0.1 0.0 0.0 -0.606
C -1.803 -1.225 3.987 0.0 0.0 0.0 -0.110
C -1.294 -1.548 5.233 0.0 0.0 0.0 -0.083
C 0.075 -1.515 5.440 0.0 0.0 0.0 -0.113
C 0.919 -1.158 4.404 0.0 0.0 0.0 -0.676
Cl 2.625 -1.121 4.718 0.0 0.0 0.0 0.675
C 0.450 -0.819 3.128 -0.1 0.0 0.1 -0.648
S 1.594 -0.370 1.880 0.0 -0.1 -0.1 0.619
H -2.868 -1.225 3.799 0.0 0.0 0.0 0.106
H -1.961 -1.811 6.043 0.0 0.0 0.0 0.106
H 0.501 -1.752 6.405 0.0 0.0 0.0 0.104
F 1.199 -6.260 2.722 0.0 0.0 0.0 0.073
C 0.614 -6.002 1.533 0.0 0.0 0.0 -0.186
C 0.598 -4.721 1.063 0.0 0.0 0.0 0.111
C 0.044 -4.454 -0.189 0.0 -0.1 0.0 -0.033
C 0.029 -3.083 -0.682 0.1 0.1 -0.1 -0.276
O 0.587 -2.195 -0.019 -0.2 -0.1 0.1 -0.177
C -0.584 -2.870 -1.952 0.0 0.0 0.1 -0.024
C -1.036 -3.927 -2.661 0.0 0.0 0.0 0.059
N -1.044 -5.212 -2.198 0.0 0.0 0.0 0.005
C -1.502 -6.285 -3.047 0.0 0.0 0.0 -0.267
C -2.790 -6.988 -2.717 0.0 0.0 0.0 -0.097
C -2.709 -6.074 -3.904 0.0 0.0 0.0 -0.080
C -0.498 -5.495 -0.957 0.0 0.0 0.0 -0.109
C -0.491 -6.796 -0.437 0.0 0.0 0.0 0.064
C 0.061 -7.063 0.804 0.0 0.0 0.0 -0.145
N 0.038 -8.402 1.284 0.0 -0.1 0.0 -0.112
C 0.068 -8.677 2.714 0.0 0.0 0.0 -0.130
C -0.337 -10.151 2.919 0.0 0.0 0.0 -0.068
N -1.043 -10.613 1.677 0.0 0.1 0.0 0.048
C -0.085 -10.693 0.517 0.0 0.0 0.0 -0.070
C 0.773 -9.416 0.545 0.0 0.0 0.0 -0.119
C -0.704 -1.437 -2.415 -0.1 0.0 0.0 -0.608
O -0.371 -1.149 -3.570 0.0 0.0 0.0 0.012
O -1.164 -0.684 -1.504 0.3 0.0 -0.1 -0.149
H 1.032 -3.908 1.634 0.0 0.0 0.0 0.148
H -1.431 -3.790 -3.658 0.0 0.0 0.0 0.150
H -0.698 -6.885 -3.458 0.0 0.0 0.0 0.155
H -3.339 -6.621 -1.860 0.0 0.0 0.0 0.115
H -2.842 -8.055 -2.885 0.0 0.0 0.0 0.101
H -3.231 -5.132 -3.826 0.0 0.0 0.0 0.111
H -2.690 -6.502 -4.896 0.0 0.0 0.0 0.112
H -0.945 -7.603 -0.995 0.0 0.0 0.0 0.112
H -0.633 -8.014 3.219 0.0 0.0 0.0 0.141
H 1.052 -8.530 3.166 0.0 0.0 0.0 0.130
H -1.005 -10.285 3.766 0.0 0.0 0.0 0.138
H 0.522 -10.806 3.044 0.0 0.0 0.0 0.137
H -1.739 -9.902 1.441 0.0 0.0 0.0 0.183
H -1.521 -11.501 1.821 0.0 0.0 0.0 0.186
H -0.689 -10.774 -0.385 0.0 0.0 0.0 0.134
H 0.504 -11.600 0.639 0.0 0.0 0.0 0.136
H 0.966 -9.080 -0.470 0.0 0.0 0.0 0.134
H 1.744 -9.620 1.012 0.0 0.0 0.0 0.138
C 3.551 2.942 -1.688 0.0 0.0 0.0 -0.007
N 2.973 2.080 -2.711 0.0 0.0 0.0 -0.096
C 2.830 2.392 -4.049 0.0 0.0 0.1 -0.035
C 2.177 1.360 -4.626 0.0 0.0 0.0 -0.059
N 1.955 0.427 -3.642 0.0 0.1 0.0 0.101
C 2.429 0.877 -2.472 -0.1 0.1 -0.1 -0.690
S 2.483 0.050 -0.962 0.0 0.0 -0.2 0.659
H 3.700 3.928 -2.120 0.0 0.0 0.0 0.100
H 4.502 2.540 -1.343 0.0 0.0 0.0 0.098
H 2.866 3.010 -0.845 0.0 0.0 0.0 0.062
H 3.191 3.317 -4.460 0.0 0.0 0.0 0.127
H 1.846 1.217 -5.638 0.0 0.0 0.0 0.126
H 1.288 -0.349 -3.698 0.0 0.0 0.0 0.114

Record 4
15
Properties=species:S:1:pos:R:3:forces:R:3:lowdin_charge:R:1 method="wB97M-V/def2-TZVPD" fmax_ha_per_bohr=0.078 e_homo_ev=-9.2644 smiles=C[Si](Cl)(Cl)c1cccs1 total_charge=0 e_above_lowest_kcal_mol=0.00 e_tot_ha=-1802.2812
C 1.495 -1.689 0.853 -0.4 0.5 0.9 -0.240
Si 2.056 -0.074 -0.115 -2.1 -0.9 1.6 -0.315
Cl 3.446 0.743 1.108 0.5 0.5 0.3 0.333
Cl 2.974 -0.371 -1.883 0.1 -0.3 -0.6 0.347
C 0.589 1.096 -0.288 2.0 0.9 0.1 -0.616
C -0.654 0.958 -0.796 -0.6 -4.0 -0.3 -0.247
C -1.474 2.043 -0.722 -3.1 1.2 0.4 -0.223
C -0.815 3.066 -0.183 -0.7 3.4 0.2 -0.475
S 0.809 2.785 0.199 -0.4 -0.9 -0.2 0.970
H 0.369 -1.945 0.718 2.1 0.4 0.1 0.050
H 2.146 -2.474 0.451 -0.4 -0.2 0.1 -0.002
H 1.743 -1.640 2.015 -0.6 0.2 -2.5 0.064
H -1.094 -0.015 -1.066 0.6 0.3 -0.1 0.121
H -2.613 2.164 -0.800 2.0 -0.7 -0.5 0.144
H -1.374 4.022 -0.098 1.1 -0.5 0.4 0.090

Record 5
17
Properties=species:S:1:pos:R:3:forces:R:3:lowdin_charge:R:1 method="wB97M-V/def2-TZVPD" fmax_ha_per_bohr=0.083 e_homo_ev=-9.2969 total_charge=0 e_above_lowest_kcal_mol=49.10 e_tot_ha=-442.3241
H -2.388 -1.086 0.112 -2.2 1.9 3.1 -0.017
N -1.995 -1.550 -0.609 1.5 -2.0 -2.5 0.139
C -0.825 -1.128 -0.747 1.6 1.2 -0.9 -0.231
N -0.138 -0.123 0.001 -0.7 -0.8 0.4 -0.108
C 0.830 0.873 -0.589 -2.1 -1.1 0.5 -0.101
C 1.943 0.161 -1.290 -0.5 1.5 -1.1 -0.186
F 1.488 -0.355 -2.499 0.0 -0.5 0.1 -0.055
O -1.130 0.518 0.763 0.4 1.5 -1.3 -0.182
C -1.030 0.255 2.105 -0.3 -0.5 2.0 -0.121
H -0.203 -1.452 -1.555 0.3 -0.6 -0.4 0.100
H 1.221 1.413 0.263 0.2 0.2 0.2 0.121
H 0.224 1.566 -1.197 0.7 -0.1 -0.2 0.138
H 2.683 0.887 -1.583 0.5 0.4 0.1 0.116
H 2.407 -0.572 -0.677 0.2 -1.0 0.4 0.116
H -1.413 -0.754 2.322 0.2 0.1 0.2 0.091
H -1.642 0.986 2.651 -0.1 -0.2 -0.4 0.096
H -0.032 0.361 2.531 0.3 -0.1 -0.3 0.085

Record 6
14
Properties=species:S:1:pos:R:3:forces:R:3:lowdin_charge:R:1 method="wB97M-V/def2-TZVPD" fmax_ha_per_bohr=0.090 e_homo_ev=-10.8443 total_charge=+1 e_above_lowest_kcal_mol=103.08 e_tot_ha=-361.0989
C 1.297 -0.429 -0.495 -3.4 -1.6 2.8 -0.158
C -1.717 0.052 -0.028 0.1 -0.8 -0.6 -0.458
N 2.178 0.415 0.363 0.9 -0.3 -4.2 0.070
O -1.819 1.164 -0.706 -0.1 -1.2 0.1 0.217
O -1.517 0.005 1.264 -0.3 1.1 -1.2 0.209
O -2.092 -1.121 -0.561 0.1 2.4 -0.8 0.188
H 1.118 -1.315 0.226 0.2 0.9 -1.5 0.044
H 1.734 -0.776 -1.370 1.2 -0.3 -1.4 -0.023
H 3.068 -0.017 0.467 1.2 0.3 0.6 0.141
H 1.655 0.477 1.136 -1.7 0.3 4.1 0.072
H 2.154 1.321 -0.055 0.9 0.8 -0.2 0.134
H -1.729 2.063 -0.308 0.2 -1.1 0.4 0.194
H -1.962 -0.781 1.599 0.1 -0.6 0.4 0.165
H -2.368 -1.057 -1.530 0.6 0.1 1.5 0.204